{"formula": "C6H10O", "method": "ωB97M-V with the def2-TZVPD basis set", "de_lowest_kj_mol": 391.60, "total_charge": 0, "orbital_gap_ev": 9.5, "homo_ev": -8.42, "elements": ["C", "C", "C", "C", "O", "C", "C", "H", "H", "H", "H", "H", "H", "H", "H", "H", "H"], "positions_angstrom": [[1.8180, -0.6452, -0.0249], [0.8116, 0.4048, 0.4292], [0.1127, 1.2556, -0.6424], [-1.5057, 0.7809, 0.3012], [-2.2467, -0.0571, -0.4989], [-1.2339, -1.0489, -0.4266], [-0.5007, -0.1745, 0.9127], [2.0967, -1.3108, 0.8020], [2.7324, -0.1774, -0.4013], [1.3929, -1.2635, -0.8235], [1.3048, 1.0429, 1.1705], [0.1401, 2.3226, -0.5164], [0.4293, 1.0020, -1.6973], [-2.2424, 1.3515, 0.9307], [-0.8330, -1.1773, -1.4693], [-1.6788, -1.9857, -0.1468], [-0.5356, -0.3480, 2.0339]]}

=====

{"formula": "C6H10O", "method": "ωB97M-V with the def2-TZVPD basis set", "de_lowest_kj_mol": 212.99, "total_charge": 0, "orbital_gap_ev": 10.4, "homo_ev": -9.32, "elements": ["C", "C", "C", "C", "O", "C", "C", "H", "H", "H", "H", "H", "H", "H", "H", "H", "H"], "positions_angstrom": [[1.8535, -0.6426, -0.0823], [0.7855, 0.3295, 0.4274], [-0.0250, 1.4063, -0.4939], [-1.3062, 0.8397, 0.1180], [-1.9425, -0.0542, -0.7881], [-1.2351, -1.1688, -0.2206], [-0.5610, -0.2811, 0.8562], [2.1564, -1.4246, 0.6389], [2.7643, -0.1163, -0.3717], [1.4754, -1.1836, -0.9583], [1.1327, 1.1888, 0.9682], [0.1112, 2.4908, -0.2811], [0.0832, 1.2629, -1.5643], [-1.9815, 1.5101, 0.6539], [-0.5796, -1.6630, -0.9508], [-1.9479, -1.9080, 0.1630], [-0.7833, -0.5861, 1.8854]]}

=====

{"formula": "C6H10O", "method": "ωB97M-V with the def2-TZVPD basis set", "de_lowest_kj_mol": 179.93, "total_charge": 0, "smiles": "C[C@H]1C[C@H]1CC=O", "orbital_gap_ev": 10.7, "homo_ev": -9.64, "elements": ["C", "C", "C", "C", "C", "C", "O", "H", "H", "H", "H", "H", "H", "H", "H", "H", "H"], "positions_angstrom": [[-2.0553, -0.3911, -0.2556], [-1.0684, 0.8128, -0.1634], [0.1633, 1.4552, 0.6093], [0.3449, 0.4354, -0.4516], [0.7371, -0.9001, 0.1683], [2.2424, -0.8801, 0.1961], [2.9105, -1.1710, -0.7661], [-2.0030, -1.2069, 0.4695], [-1.8121, -0.8436, -1.2328], [-3.1065, -0.0974, -0.3405], [-1.5350, 1.6378, -0.6806], [0.5074, 2.4515, 0.3035], [0.4647, 1.2379, 1.6301], [0.8062, 0.6617, -1.4113], [0.3712, -1.7587, -0.4018], [0.3285, -0.9453, 1.1900], [2.7041, -0.4979, 1.1368]]}

=====

{"formula": "C6H10O", "method": "ωB97M-V with the def2-TZVPD basis set", "de_lowest_kj_mol": 219.74, "total_charge": 0, "smiles": "C=C/C=C/C=C.O", "orbital_gap_ev": 8.6, "homo_ev": -8.37, "elements": ["C", "C", "C", "C", "C", "C", "H", "H", "H", "H", "H", "H", "H", "H", "O", "H", "H"], "positions_angstrom": [[2.9890, -1.1027, -1.5910], [2.4771, 0.0956, -1.9257], [1.5589, 0.9310, -1.1580], [0.7261, 0.5195, -0.2161], [-0.3239, 1.3887, 0.3150], [-1.3910, 0.9705, 0.9813], [3.5771, -1.5909, -2.3580], [2.8052, -1.6259, -0.6637], [3.1979, 0.6567, -2.5229], [1.5862, 1.9760, -1.4292], [0.6412, -0.4719, 0.2129], [-0.1179, 2.4531, 0.2253], [-1.4502, -0.1070, 1.0536], [-1.9515, 1.7050, 1.5292], [-4.7627, -2.3480, 2.4915], [-5.3358, -1.7068, 2.0390], [-4.2256, -1.7430, 3.0168]]}